# 1
Density functional theory data (ωB97M-V with the def2-TZVPD basis set) for C40H52N4ORuSSe as an isolated structure in a non-equilibrium geometry.

Its maximum force is 3.73 eV/Å. The multiplicity is 6. Its total charge is -1. The value obtained for the relative energy (zero: lowest compared OMol25 entry of this formula, charge and spin) is 0.00 kJ/mol. As for the HOMO energy (alpha / beta): -0.0622 / -0.1550 Eh. The expectation value of S² is 8.81. The calculated total energy is -4744.223800 Eh.

Element x y z (Å)
Ru (-0.086, -0.007, -0.006)
C (1.299, 2.377, -5.622)
C (2.371, 1.630, -4.826)
C (1.745, 0.722, -3.821)
C (1.424, -0.609, -3.984)
C (1.731, -1.498, -5.145)
C (2.958, -2.374, -4.867)
C (0.793, -1.026, -2.775)
N (0.756, 0.012, -1.889)
C (1.315, 1.091, -2.509)
C (1.504, 2.350, -1.926)
C (1.255, 2.688, -0.609)
C (1.625, 3.936, 0.014)
C (2.341, 5.058, -0.660)
C (3.856, 4.843, -0.580)
C (1.311, 3.828, 1.338)
C (0.730, 2.520, 1.522)
C (0.300, 2.010, 2.733)
C (-0.261, 0.748, 2.963)
N (-0.448, -0.214, 2.015)
C (-0.960, -1.310, 2.647)
C (-1.247, -2.532, 2.028)
C (-0.994, -2.866, 0.711)
N (-0.446, -2.038, -0.226)
C (-0.304, -2.758, -1.376)
C (0.262, -2.298, -2.549)
C (-0.769, -4.103, -1.159)
C (-1.193, -4.173, 0.138)
C (-1.683, -5.365, 0.892)
C (-0.551, -6.016, 1.692)
C (-0.695, -5.186, -2.182)
C (0.741, -5.688, -2.354)
C (-1.109, -1.041, 4.041)
C (-0.682, 0.258, 4.236)
C (-0.714, 1.062, 5.495)
C (-1.854, 2.082, 5.446)
C (-1.622, -2.010, 5.056)
C (-3.147, -1.948, 5.172)
N (0.708, 1.863, 0.328)
C (1.522, 4.839, 2.420)
C (0.247, 5.622, 2.741)
H (1.750, 3.060, -6.343)
H (0.665, 2.949, -4.948)
H (0.670, 1.667, -6.156)
H (3.022, 2.349, -4.324)
H (2.987, 1.049, -5.516)
H (1.914, -0.888, -6.033)
H (0.875, -2.143, -5.361)
H (3.821, -1.750, -4.643)
H (3.192, -2.999, -5.730)
H (2.777, -3.017, -4.007)
H (1.945, 3.108, -2.558)
H (2.077, 6.004, -0.180)
H (2.035, 5.121, -1.707)
H (4.169, 4.793, 0.460)
H (4.394, 5.654, -1.071)
H (4.126, 3.902, -1.054)
H (0.417, 2.647, 3.597)
H (-1.678, -3.301, 2.652)
H (0.294, -2.986, -3.378)
H (-2.092, -6.103, 0.197)
H (-2.486, -5.064, 1.571)
H (0.241, -6.346, 1.022)
H (-0.920, -6.880, 2.243)
H (-0.129, -5.304, 2.400)
H (-1.064, -4.812, -3.141)
H (-1.335, -6.021, -1.883)
H (1.387, -4.875, -2.676)
H (0.784, -6.482, -3.099)
H (1.127, -6.073, -1.413)
H (0.239, 1.584, 5.631)
H (-0.857, 0.401, 6.353)
H (-1.743, 2.724, 4.576)
H (-1.864, 2.700, 6.343)
H (-2.809, 1.567, 5.360)
H (-1.175, -1.796, 6.032)
H (-1.327, -3.025, 4.777)
H (-3.454, -0.945, 5.459)
H (-3.509, -2.651, 5.921)
H (-3.605, -2.185, 4.214)
H (2.302, 5.540, 2.113)
H (1.870, 4.329, 3.323)
H (-0.082, 6.181, 1.868)
H (0.428, 6.322, 3.556)
H (-0.554, 4.947, 3.031)
O (3.854, 0.522, 1.504)
S (2.559, -0.160, 1.669)
C (2.752, -1.160, 3.229)
C (3.346, -2.519, 2.880)
C (3.792, -2.482, 1.418)
C (2.723, -1.704, 0.688)
H (1.766, -1.235, 3.678)
H (3.389, -0.561, 3.873)
H (2.585, -3.293, 3.004)
H (4.188, -2.759, 3.530)
H (3.927, -3.492, 1.020)
H (4.736, -1.941, 1.327)
H (1.754, -2.203, 0.724)
H (2.982, -1.431, -0.333)
Se (-2.438, 0.745, -0.675)

Forces on atoms 1 to 3 (eV/Å):
-3.433 1.018 -1.058
0.157 0.047 -0.012
-0.182 -0.017 0.012

# 2
Density functional theory data (ωB97M-V with the def2-TZVPD basis set) for a 11-piece molecular cluster, C40H53F27O26S2 overall in a non-equilibrium geometry.

The SMILES is CCOC(=O)C(F)(F)F.CCOC(=O)C(F)(F)F.CCOC(=O)C(F)(F)F.CCOC(=O)C(F)(F)F.CCOC(=O)C(F)(F)F.CCOC(=O)C(F)(F)F.CCOC(=O)C(F)(F)F.CCOC(=O)C(F)(F)F.CCOC(=O)C(F)(F)F.O=S1(=O)OCCO1.O=S1(=O)OCCO1. Its maximum force is 3.33 eV/Å. The multiplicity is 1. Its total charge is 0. The value obtained for the relative energy (zero: lowest compared OMol25 entry of this formula, charge and spin) is 220.46 kJ/mol. As for the HOMO energy: -0.4044 Eh. The calculated total energy is -7005.012513 Eh.

Element x y z (Å)
C (-18.140, 14.768, 19.310)
C (-17.828, 14.749, 20.822)
O (-18.338, 15.980, 21.323)
C (-17.561, 17.046, 21.321)
O (-16.417, 17.024, 20.964)
C (-18.242, 18.405, 21.639)
F (-18.161, 19.120, 20.509)
F (-19.473, 18.267, 22.091)
F (-17.493, 19.055, 22.528)
H (-17.610, 15.540, 18.758)
H (-19.213, 14.816, 19.143)
H (-17.722, 13.794, 19.045)
H (-16.759, 14.630, 20.996)
H (-18.254, 13.875, 21.310)
C (-11.757, 13.533, 13.140)
C (-11.293, 14.481, 14.213)
O (-11.612, 15.862, 13.922)
C (-10.780, 16.488, 13.115)
O (-9.796, 16.012, 12.630)
C (-11.243, 17.889, 12.695)
F (-12.498, 18.181, 13.072)
F (-10.386, 18.731, 13.258)
F (-11.290, 18.023, 11.371)
H (-12.839, 13.541, 13.011)
H (-11.415, 12.542, 13.444)
H (-11.343, 13.701, 12.145)
H (-10.259, 14.361, 14.530)
H (-11.872, 14.280, 15.114)
C (-17.353, 15.705, 8.379)
C (-17.754, 16.918, 9.237)
O (-16.682, 17.263, 10.134)
C (-16.722, 16.829, 11.389)
O (-17.610, 16.180, 11.858)
C (-15.515, 17.348, 12.217)
F (-15.137, 16.344, 13.029)
F (-14.526, 17.733, 11.410)
F (-15.894, 18.366, 13.004)
H (-16.898, 14.876, 8.917)
H (-16.597, 16.139, 7.722)
H (-18.190, 15.307, 7.810)
H (-18.658, 16.734, 9.817)
H (-17.886, 17.816, 8.640)
C (-15.798, 8.157, 17.566)
C (-17.025, 7.701, 18.324)
O (-16.815, 7.387, 19.686)
C (-17.784, 6.713, 20.287)
O (-18.781, 6.280, 19.811)
C (-17.419, 6.375, 21.743)
F (-17.920, 7.417, 22.460)
F (-18.125, 5.307, 22.108)
F (-16.153, 6.214, 22.054)
H (-16.016, 7.915, 16.526)
H (-14.967, 7.475, 17.768)
H (-15.490, 9.191, 17.706)
H (-17.287, 6.770, 17.810)
H (-17.883, 8.361, 18.170)
C (-13.044, 21.514, 14.663)
C (-14.498, 21.184, 14.984)
O (-14.548, 20.510, 16.262)
C (-15.642, 19.789, 16.480)
O (-16.591, 19.803, 15.753)
C (-15.594, 18.890, 17.721)
F (-16.761, 18.491, 18.150)
F (-14.852, 17.837, 17.348)
F (-14.948, 19.508, 18.712)
H (-12.758, 22.414, 15.209)
H (-12.835, 21.616, 13.600)
H (-12.370, 20.730, 15.010)
H (-14.811, 20.464, 14.226)
H (-15.217, 21.997, 15.037)
C (-20.213, 11.069, 20.895)
C (-20.646, 9.686, 21.478)
O (-21.094, 9.900, 22.800)
C (-20.273, 10.040, 23.807)
O (-19.076, 10.086, 23.760)
C (-20.991, 9.958, 25.173)
F (-21.881, 10.950, 25.237)
F (-21.656, 8.811, 25.268)
F (-20.157, 10.001, 26.188)
H (-21.035, 11.773, 20.982)
H (-19.916, 10.882, 19.861)
H (-19.301, 11.381, 21.403)
H (-19.849, 8.983, 21.246)
H (-21.516, 9.419, 20.882)
C (-14.240, 10.519, 12.946)
C (-14.995, 9.588, 13.874)
O (-15.654, 8.531, 13.167)
C (-16.793, 8.010, 13.551)
O (-17.364, 8.309, 14.572)
C (-17.339, 6.863, 12.667)
F (-18.662, 6.784, 12.761)
F (-17.040, 7.076, 11.367)
F (-16.733, 5.729, 13.042)
H (-14.432, 11.578, 13.075)
H (-14.498, 10.274, 11.912)
H (-13.193, 10.214, 12.965)
H (-15.703, 10.187, 14.448)
H (-14.429, 9.101, 14.669)
C (-15.186, 9.457, 21.660)
C (-15.032, 10.716, 22.513)
O (-14.212, 11.625, 21.780)
C (-14.639, 12.229, 20.703)
O (-15.786, 12.357, 20.368)
C (-13.488, 13.013, 20.009)
F (-13.406, 12.744, 18.716)
F (-13.740, 14.314, 20.157)
F (-12.300, 12.735, 20.547)
H (-15.936, 8.721, 21.921)
H (-14.214, 8.959, 21.608)
H (-15.354, 9.670, 20.600)
H (-14.499, 10.408, 23.410)
H (-15.963, 11.154, 22.873)
C (-18.191, 11.660, 17.372)
C (-17.136, 11.506, 16.304)
O (-16.091, 12.492, 16.386)
C (-16.283, 13.800, 16.203)
O (-17.294, 14.403, 15.989)
C (-14.975, 14.615, 16.394)
F (-13.954, 13.867, 15.973)
F (-15.092, 15.774, 15.767)
F (-14.894, 14.881, 17.698)
H (-18.733, 12.573, 17.132)
H (-17.817, 11.803, 18.389)
H (-18.697, 10.699, 17.447)
H (-17.539, 11.645, 15.293)
H (-16.658, 10.534, 16.200)
C (-22.530, 11.562, 14.654)
C (-22.658, 12.085, 16.108)
O (-21.723, 11.345, 16.824)
S (-21.514, 9.806, 16.317)
O (-22.357, 8.914, 17.068)
O (-20.164, 9.424, 16.064)
O (-22.258, 10.154, 14.878)
H (-21.684, 11.942, 14.086)
H (-23.482, 11.508, 14.137)
H (-23.715, 11.974, 16.358)
H (-22.405, 13.140, 16.203)
C (-18.915, 13.617, 13.374)
C (-20.136, 14.486, 13.584)
O (-21.131, 13.929, 12.754)
S (-20.493, 13.509, 11.322)
O (-20.480, 14.623, 10.420)
O (-21.083, 12.267, 10.935)
O (-18.982, 13.302, 11.947)
H (-19.033, 12.607, 13.773)
H (-17.967, 14.091, 13.601)
H (-19.950, 15.501, 13.216)
H (-20.522, 14.621, 14.592)

Forces on atoms 1 to 3 (eV/Å):
0.798 -1.275 1.123
0.607 0.255 -1.641
-1.286 0.526 1.638

# 3
Density functional theory data (ωB97M-V with the def2-TZVPD basis set) for C40H53IrN3O5PS3 as an isolated structure.

Its maximum force is 0.97 eV/Å. The multiplicity is 1. Its total charge is 0. The value obtained for the relative energy (zero: lowest compared OMol25 entry of this formula, charge and spin) is 60.56 kJ/mol. As for the HOMO energy: -0.2849 Eh. The calculated total energy is -3736.810941 Eh.

Element x y z (Å)
Ir (-0.239, 0.166, -0.619)
C (-2.523, -1.297, 2.764)
C (-1.962, -1.149, 1.379)
N (-1.348, -0.058, 1.046)
N (-1.293, 0.963, 2.009)
C (-0.158, 1.564, 2.034)
S (1.198, 1.166, 0.993)
S (0.153, 2.832, 3.213)
C (-1.482, 3.521, 3.687)
C (-2.520, 2.604, 4.269)
C (-2.381, 2.119, 5.564)
C (-3.332, 1.266, 6.105)
C (-4.442, 0.898, 5.357)
C (-4.599, 1.395, 4.070)
C (-3.641, 2.241, 3.533)
C (-2.140, -2.244, 0.421)
C (-2.498, -3.510, 0.917)
C (-2.766, -4.574, 0.086)
C (-2.715, -4.379, -1.296)
C (-2.370, -3.156, -1.820)
C (-2.042, -2.065, -0.989)
O (-1.688, -0.947, -1.574)
H (-2.618, -0.331, 3.248)
H (-1.842, -1.911, 3.358)
H (-3.493, -1.789, 2.735)
H (-1.871, 4.089, 2.843)
H (-1.156, 4.237, 4.444)
H (-1.515, 2.405, 6.150)
H (-3.211, 0.895, 7.114)
H (-5.188, 0.239, 5.781)
H (-5.468, 1.123, 3.485)
H (-3.774, 2.634, 2.532)
H (-2.546, -3.661, 1.986)
H (-3.024, -5.539, 0.498)
H (-2.949, -5.198, -1.965)
H (-2.335, -2.989, -2.889)
N (-1.181, 1.960, -0.960)
C (-0.346, 2.884, -1.710)
C (-0.414, 2.845, -3.090)
C (0.537, 3.524, -3.828)
C (1.549, 4.217, -3.185)
C (1.534, 4.347, -1.803)
C (0.574, 3.685, -1.053)
S (2.886, 4.922, -4.157)
O (2.860, 4.123, -5.374)
O (4.054, 4.694, -3.319)
O (2.508, 6.311, -4.320)
H (-1.437, 2.316, -0.041)
H (-2.023, 1.731, -1.487)
H (-1.159, 2.225, -3.578)
H (0.560, 3.472, -4.908)
H (2.322, 4.911, -1.321)
H (0.603, 3.718, 0.030)
O (0.645, 0.230, -2.511)
P (1.751, -0.734, -2.979)
C (1.303, -2.331, -2.188)
C (1.255, -2.304, -0.665)
C (2.607, -2.514, -0.005)
C (3.158, -3.868, -0.458)
C (3.297, -3.926, -1.977)
C (1.968, -3.628, -2.668)
C (3.340, 0.109, -2.742)
C (4.635, -0.655, -3.016)
C (5.784, 0.353, -3.208)
C (5.629, 1.593, -2.309)
C (4.851, 1.241, -1.046)
C (3.406, 0.875, -1.402)
C (1.630, -1.010, -4.770)
C (0.355, -1.763, -5.204)
C (-0.832, -0.807, -5.308)
C (-0.600, 0.225, -6.431)
C (0.890, 0.404, -6.749)
C (1.734, 0.368, -5.481)
H (0.258, -2.328, -2.524)
H (0.546, -3.063, -0.323)
H (0.838, -1.334, -0.288)
H (2.508, -2.475, 1.081)
H (3.300, -1.723, -0.296)
H (2.478, -4.660, -0.127)
H (4.121, -4.050, 0.022)
H (3.646, -4.913, -2.284)
H (4.051, -3.209, -2.303)
H (1.269, -4.442, -2.443)
H (2.094, -3.617, -3.752)
H (3.242, 0.866, -3.533)
H (4.549, -1.284, -3.907)
H (4.855, -1.315, -2.175)
H (5.820, 0.663, -4.254)
H (6.728, -0.153, -2.994)
H (5.107, 2.398, -2.837)
H (6.612, 1.990, -2.055)
H (4.841, 2.083, -0.353)
H (5.339, 0.408, -0.528)
H (2.810, 1.785, -1.493)
H (2.965, 0.293, -0.593)
H (2.510, -1.613, -5.024)
H (0.128, -2.595, -4.536)
H (0.544, -2.210, -6.184)
H (-0.963, -0.308, -4.347)
H (-1.748, -1.370, -5.495)
H (-1.027, 1.187, -6.139)
H (-1.124, -0.084, -7.338)
H (1.055, 1.352, -7.261)
H (1.226, -0.381, -7.433)
H (1.386, 1.154, -4.815)
H (2.774, 0.596, -5.714)

Forces on atoms 1 to 3 (eV/Å):
-0.550 -0.409 0.682
-0.050 0.070 -0.065
-0.303 0.124 -0.087

# 4
Density functional theory data (ωB97M-V with the def2-TZVPD basis set) for C40H54AsBrN3O3S2Si3Sr as an isolated structure.

Its maximum force is 0.37 eV/Å. The multiplicity is 1. Its total charge is +1. The value obtained for the relative energy (zero: lowest compared OMol25 entry of this formula, charge and spin) is 66.29 kJ/mol. As for the HOMO energy: -0.3324 Eh. The calculated total energy is -8451.951110 Eh.

Element x y z (Å)
Sr (0.339, -0.087, 0.391)
O (2.377, 1.371, 0.493)
S (3.652, 1.964, 1.031)
C (3.584, 3.678, 0.471)
C (3.303, 3.812, -1.019)
C (2.205, 4.819, -1.372)
C (0.777, 4.460, -0.951)
S (-0.130, 3.153, -1.869)
O (0.090, 1.900, -1.055)
C (0.855, 2.990, -3.344)
C (1.774, 1.961, -3.463)
C (2.519, 1.853, -4.627)
C (2.332, 2.766, -5.658)
C (1.394, 3.781, -5.535)
C (0.641, 3.892, -4.376)
C (4.946, 1.389, -0.057)
C (6.255, 1.797, 0.170)
C (7.260, 1.322, -0.655)
C (6.958, 0.436, -1.685)
C (5.651, 0.022, -1.888)
C (4.636, 0.497, -1.067)
H (4.544, 4.106, 0.769)
H (2.827, 4.151, 1.101)
H (3.048, 2.836, -1.432)
H (4.220, 4.120, -1.520)
H (2.233, 4.979, -2.452)
H (2.439, 5.788, -0.923)
H (0.133, 5.339, -0.986)
H (0.727, 4.055, 0.063)
H (1.897, 1.258, -2.649)
H (3.243, 1.055, -4.731)
H (2.912, 2.677, -6.567)
H (1.239, 4.480, -6.345)
H (-0.109, 4.671, -4.282)
H (6.496, 2.467, 0.987)
H (8.282, 1.635, -0.490)
H (7.749, 0.062, -2.321)
H (5.418, -0.680, -2.678)
H (3.611, 0.177, -1.205)
Br (-2.889, -8.373, -4.407)
C (-3.936, -7.126, -3.442)
C (-3.842, -5.777, -3.749)
C (-4.592, -4.862, -3.031)
C (-5.437, -5.300, -2.019)
C (-5.566, -6.655, -1.757)
C (-4.796, -7.574, -2.454)
N (-6.312, -4.390, -1.329)
N (-5.882, -3.418, -0.696)
C (-4.483, -3.197, -0.469)
C (-3.610, -4.169, -0.042)
C (-2.277, -3.874, 0.281)
C (-1.765, -2.589, 0.184)
O (-0.528, -2.274, 0.455)
C (-2.689, -1.556, -0.235)
N (-2.198, -0.283, -0.327)
C (-3.001, 0.684, -0.736)
C (-4.353, 0.481, -1.050)
C (-4.869, -0.786, -0.950)
C (-4.032, -1.854, -0.546)
H (-3.185, -5.447, -4.542)
H (-4.521, -3.805, -3.258)
H (-6.266, -6.985, -1.000)
H (-4.875, -8.630, -2.239)
H (-3.952, -5.190, 0.054)
H (-1.620, -4.677, 0.593)
H (-2.566, 1.674, -0.815)
H (-4.965, 1.317, -1.359)
H (-5.908, -0.989, -1.173)
C (5.649, -0.952, 2.890)
Si (4.089, -1.040, 3.935)
C (3.640, 0.644, 4.631)
C (4.452, -2.180, 5.378)
As (2.339, -1.707, 2.502)
Si (3.135, -3.725, 1.542)
C (4.221, -3.154, 0.122)
C (1.724, -4.732, 0.857)
C (4.146, -4.750, 2.738)
Si (0.523, -2.162, 3.962)
C (0.959, -2.017, 5.777)
C (-0.206, -3.844, 3.644)
C (-0.728, -0.816, 3.538)
H (6.429, -0.401, 3.422)
H (5.503, -0.480, 1.917)
H (6.030, -1.961, 2.713)
H (4.468, 1.044, 5.221)
H (2.777, 0.564, 5.295)
H (3.399, 1.369, 3.852)
H (5.467, -1.977, 5.731)
H (4.405, -3.234, 5.106)
H (3.774, -2.016, 6.216)
H (3.619, -2.632, -0.627)
H (4.682, -4.015, -0.369)
H (5.017, -2.480, 0.444)
H (0.958, -4.099, 0.407)
H (1.250, -5.336, 1.632)
H (2.112, -5.415, 0.095)
H (5.042, -4.231, 3.080)
H (4.465, -5.674, 2.249)
H (3.558, -5.028, 3.616)
H (1.653, -2.801, 6.082)
H (0.041, -2.145, 6.358)
H (1.389, -1.054, 6.051)
H (0.482, -4.636, 3.946)
H (-0.432, -3.953, 2.584)
H (-1.131, -3.967, 4.212)
H (-0.261, 0.174, 3.530)
H (-1.540, -0.783, 4.268)
H (-1.197, -1.027, 2.569)

Forces on atoms 1 to 3 (eV/Å):
0.040 -0.041 0.114
0.006 -0.114 0.099
-0.110 -0.035 -0.121